[1]
ORCA calculation (the ωB97M-V functional and the def2-TZVPD basis) on a cluster of 10 separate species, C34H96N12O10 in total.

Values from the calculation:
- Relative energy (zero: lowest compared OMol25 entry of this formula, charge and spin): 18.9 kcal per mole
- Calculated total energy: -75168.650 eV
- LUMO level: 0.669 eV
- Strongest force on any atom: 0.0719 hartree/bohr
- Frontier orbital gap: 0.32717 Eh
- HOMO energy: -0.303 Ha

CARTESIAN COORDINATES (ANGSTROEM)
C1 5.13089 -14.50254 -2.73932
O1 5.87463 -15.69961 -2.48976
C2 6.66785 -16.06932 -3.59963
C3 7.15566 -17.51223 -3.48877
C4 7.69249 -17.73216 -2.08072
N1 8.09374 -17.82712 -4.58590
H1 4.49063 -14.55419 -3.60360
H2 5.82105 -13.65526 -2.76334
H3 4.47000 -14.47897 -1.86912
H4 6.13518 -15.82337 -4.53900
H5 7.50262 -15.33982 -3.61010
H6 6.20989 -18.09110 -3.67016
H7 7.98982 -18.77885 -2.13926
H8 6.89182 -17.60705 -1.35485
H9 8.51160 -17.04400 -1.88971
H10 8.95293 -17.29877 -4.41262
H11 8.32819 -18.82157 -4.66010
C5 3.60652 -15.74623 -7.79158
O2 4.34120 -16.63170 -8.62161
C6 4.92813 -17.63396 -7.83536
C7 5.68274 -18.64609 -8.69224
C8 4.70383 -19.62587 -9.28916
N2 6.57595 -19.38959 -7.73104
H12 2.85746 -16.31169 -7.23678
H13 3.04573 -15.03809 -8.40731
H14 4.30787 -15.28852 -7.07926
H15 5.61207 -17.09008 -7.18509
H16 4.27280 -18.21506 -7.15478
H17 6.24341 -18.08443 -9.44462
H18 5.15228 -20.32571 -10.00096
H19 3.95105 -19.02746 -9.81978
H20 4.18101 -20.09224 -8.44703
H21 7.17645 -18.72074 -7.21897
H22 7.10138 -20.15557 -8.12393
C9 3.86852 -27.85179 -5.54752
O3 3.20339 -26.72604 -6.07501
C10 2.48313 -27.05802 -7.17512
C11 1.94436 -25.75269 -7.75729
C12 0.88571 -25.93458 -8.81540
N3 3.14672 -25.14064 -8.32824
H23 4.47662 -28.30475 -6.34880
H24 3.23092 -28.56096 -5.02885
H25 4.51584 -27.37106 -4.80426
H26 3.01354 -27.61221 -7.94419
H27 1.64791 -27.73547 -6.94077
H28 1.50026 -25.13660 -6.96304
H29 0.72235 -25.00112 -9.36016
H30 -0.04281 -26.28380 -8.34973
H31 1.18974 -26.63392 -9.58523
H32 2.98993 -24.18411 -8.60625
H33 3.96327 -25.11769 -7.72006
C13 9.97248 -21.93500 -8.56261
O4 8.75289 -21.85984 -7.89224
C14 8.42418 -22.85484 -6.90009
C15 6.91740 -22.96348 -6.86218
C16 6.32355 -23.97238 -5.83672
N4 6.52442 -23.37017 -8.24807
H34 10.79208 -21.65999 -7.88980
H35 10.00146 -21.23318 -9.38372
H36 10.12804 -22.90348 -9.03540
H37 8.84997 -23.85130 -7.14223
H38 8.84759 -22.53913 -5.92451
H39 6.52284 -21.99183 -6.51855
H40 5.22989 -24.02123 -6.02443
H41 6.60027 -23.76210 -4.80734
H42 6.73653 -24.95505 -6.02886
H43 5.54625 -23.21305 -8.28948
H44 6.94183 -22.78860 -8.97292
C17 5.00680 -25.07199 -1.85590
O5 5.47796 -23.93043 -1.11931
C18 4.44425 -23.16866 -0.55269
C19 4.96087 -22.26841 0.54025
C20 5.64208 -23.14613 1.55159
N5 3.86190 -21.46547 1.03545
H45 5.88436 -25.64341 -2.14274
H46 4.51448 -24.74560 -2.77458
H47 4.30501 -25.65949 -1.25071
H48 3.86316 -22.53417 -1.23157
H49 3.71939 -23.87768 -0.11117
H50 5.72909 -21.55306 0.25627
H51 6.38883 -23.79232 1.10672
H52 4.88863 -23.77515 2.05733
H53 6.13176 -22.62693 2.36542
H54 4.25037 -20.74840 1.63737
H55 3.29376 -22.00450 1.67269
C21 0.72488 -23.53010 -2.10235
O6 1.24268 -24.09646 -3.28813
C22 1.34084 -25.48493 -3.27005
C23 0.00930 -26.14453 -3.51561
C24 0.24950 -27.61347 -3.53527
N6 -0.52775 -25.64494 -4.73461
H56 0.58688 -22.44710 -2.21711
H57 1.18064 -23.81948 -1.16329
H58 -0.33553 -23.80128 -1.94441
H59 2.02348 -25.82417 -4.06815
H60 1.81492 -25.90781 -2.37368
H61 -0.66418 -25.94032 -2.67103
H62 0.92748 -28.00279 -2.77235
H63 0.72209 -27.80506 -4.50867
H64 -0.67856 -28.18689 -3.54664
H65 -1.43738 -26.03062 -4.80627
H66 -0.53959 -24.64206 -4.85176
C25 3.94953 -18.77851 -1.72640
O7 3.68540 -19.01454 -3.07455
C26 2.32998 -18.82181 -3.42828
C27 1.95996 -17.43997 -3.67668
C28 0.61084 -17.48063 -4.47878
N7 2.98726 -16.73110 -4.47481
H67 4.78188 -19.39067 -1.40723
H68 3.16120 -19.12336 -1.06781
H69 4.15594 -17.71558 -1.53422
H70 2.15315 -19.43068 -4.33043
H71 1.63172 -19.24574 -2.70149
H72 1.81331 -17.01409 -2.68957
H73 0.70952 -18.11673 -5.35099
H74 0.23587 -16.47270 -4.65839
H75 -0.12021 -17.98797 -3.89915
H76 2.81058 -15.77265 -4.73594
H77 3.85520 -16.77902 -3.93409
C29 10.52976 -20.19223 -4.78264
O8 9.44384 -20.95442 -4.29823
C30 9.59277 -21.29628 -2.93298
C31 8.44789 -22.23758 -2.69305
C32 7.12620 -21.40988 -2.91163
N8 8.45227 -22.76865 -1.35119
H78 11.52494 -20.54326 -4.47356
H79 10.50630 -19.18714 -4.36892
H80 10.42115 -20.10370 -5.87032
H81 10.57249 -21.77571 -2.73413
H82 9.47897 -20.40927 -2.27177
H83 8.47055 -23.00696 -3.46460
H84 7.23991 -20.69620 -2.08702
H85 6.29903 -22.10701 -2.85173
H86 7.02275 -20.89800 -3.86190
H87 7.80440 -23.54574 -1.24940
H88 9.36046 -23.09998 -1.04148
N9 -1.12243 -19.75278 -7.17504
C33 -0.22029 -20.70998 -6.50155
N10 1.16988 -20.82248 -6.93302
O9 -0.64276 -21.39925 -5.59053
H89 -2.03545 -19.89017 -6.80386
H90 -1.05044 -19.46509 -8.14825
H91 1.72727 -21.55725 -6.49499
H92 1.33238 -20.72397 -7.95518
N11 4.79375 -20.29169 -5.58228
C34 4.02884 -21.41247 -5.55312
N12 3.54950 -21.91567 -4.44484
O10 3.85663 -22.05764 -6.60165
H93 4.86394 -19.77570 -4.71518
H94 5.31067 -20.08587 -6.46163
H95 2.90986 -22.67848 -4.57698
H96 3.55514 -21.32454 -3.61741



[2]
ORCA calculation (the ωB97M-V functional and the def2-TZVPD basis) on a structure of composition C18H23F9N7O2Pt.

Values from the calculation:
- Relative energy (zero: lowest compared OMol25 entry of this formula, charge and spin): 0.0 kcal per mole
- Net charge: +1
- Calculated total energy: -61268.475 eV
- LUMO level: -2.057 eV
- Strongest force on any atom: 0.0066 hartree/bohr
- Frontier orbital gap: 0.35335 Eh
- HOMO energy: -0.429 Ha

CARTESIAN COORDINATES (ANGSTROEM)
Pt1 -1.32007 -0.95122 0.97970
N1 -2.69170 -1.01643 2.50956
C1 -2.82394 0.24643 3.27418
C2 -1.51526 0.62939 3.95110
C3 -0.37681 1.01947 3.01849
N2 0.09599 -0.11912 2.20051
H1 -3.57387 -1.26250 2.05924
H2 -2.47972 -1.78412 3.14341
H3 -3.60807 0.13671 4.02506
H4 -3.13743 1.01841 2.57102
H5 -1.18813 -0.18513 4.60797
H6 -1.71520 1.47775 4.60752
H7 0.45637 1.40416 3.61050
H8 -0.69325 1.80921 2.33548
H9 0.42686 -0.86083 2.81733
H10 0.94608 0.14711 1.68246
C4 5.96523 1.68134 -0.18946
N3 4.76866 0.98666 0.23443
C5 4.68389 -0.42383 0.55540
C6 3.19155 -0.56595 0.85685
O1 2.64369 -1.59104 1.21140
N4 2.57496 0.64755 0.67184
C7 3.52970 1.49753 0.30028
N5 3.27302 2.78021 0.01842
H11 6.83203 1.10425 0.12245
H12 6.03367 2.65773 0.29169
H13 6.00578 1.80525 -1.27433
H14 5.28599 -0.69203 1.42453
H15 4.96976 -1.05988 -0.28492
H16 2.30641 3.03790 -0.08426
H17 3.96400 3.36228 -0.41957
N6 1.18311 -1.63952 -2.24628
C8 0.46156 -1.95563 -1.15717
N7 -0.08401 -0.89379 -0.61574
C9 0.27900 0.19194 -1.40222
C10 -0.03930 1.54173 -1.29083
C11 0.48829 2.39438 -2.23780
C12 1.31692 1.92311 -3.27157
C13 1.63119 0.58500 -3.39142
C14 1.08982 -0.26950 -2.43598
H18 1.66419 -2.30130 -2.83082
H19 0.35610 -2.95977 -0.78295
H20 -0.69425 1.89288 -0.50468
H21 0.24308 3.44823 -2.20310
H22 1.69924 2.62391 -4.00142
H23 2.25220 0.21983 -4.19836
F1 -2.17371 -0.93857 -2.81422
C15 -3.02948 -1.90876 -2.44131
F2 -3.99476 -1.97359 -3.35886
F3 -2.34839 -3.05545 -2.46839
C16 -3.57746 -1.63773 -1.00076
O2 -2.65639 -2.00667 -0.07804
C17 -4.82893 -2.54633 -0.74926
F4 -5.91740 -2.14994 -1.40922
F5 -4.56172 -3.80377 -1.09824
F6 -5.13108 -2.54740 0.56023
C18 -4.01645 -0.14644 -0.89594
F7 -4.64358 0.06319 0.28171
F8 -2.96396 0.68449 -0.91232
F9 -4.83399 0.22824 -1.87330



[3]
ORCA calculation (the ωB97M-V functional and the def2-TZVPD basis) on a cluster of 3 separate species, C4H10N2O2 in total.

Values from the calculation:
- Relative energy (zero: lowest compared OMol25 entry of this formula, charge and spin): 202.9 kcal per mole
- Calculated total energy: -11378.102 eV
- LUMO level: -4.640 eV
- Strongest force on any atom: 0.0532 hartree/bohr
- Frontier orbital gap: 0.13867 Eh
- HOMO energy: -0.309 Ha

CARTESIAN COORDINATES (ANGSTROEM)
C1 -1.36161 0.09979 1.01588
C2 0.05556 -0.21778 0.60112
C3 0.15752 -0.40432 -0.93870
N1 -1.05143 0.13681 -1.64657
N2 -2.34663 -0.50336 0.60293
C4 3.11222 -0.61606 0.36426
O1 2.57125 -1.64328 -0.07556
O2 2.69615 0.57092 0.39958
H1 -1.37326 0.63223 1.98031
H2 -2.67217 2.67199 0.10621
H3 0.79457 0.53612 0.88016
H4 0.28975 -1.07686 1.26365
H5 0.14762 -1.48335 -1.17167
H6 1.02958 0.14175 -1.32269
H7 -1.91201 -0.04584 -1.09171
H8 -1.26777 -0.41542 -2.47715
H9 4.12568 -0.71987 0.81450
H10 -2.99502 2.33656 0.69545



[4]
ORCA calculation (the ωB97M-V functional and the def2-TZVPD basis) on a cluster of 2 separate species, C4H11NO in total.

Values from the calculation:
- Relative energy (zero: lowest compared OMol25 entry of this formula, charge and spin): 58.7 kcal per mole
- Calculated total energy: -7862.008 eV
- LUMO level: 0.997 eV
- Strongest force on any atom: 0.0554 hartree/bohr
- Frontier orbital gap: 0.35822 Eh
- HOMO energy: -0.322 Ha

CARTESIAN COORDINATES (ANGSTROEM)
C1 2.82018 1.79333 0.79875
C2 1.57917 1.52481 0.41833
O1 0.35905 2.16188 0.61163
H1 3.55374 1.09464 0.43629
H2 3.06383 2.58479 1.49812
H3 1.40597 0.63570 -0.18339
H4 0.65814 2.73500 1.34699
C3 -1.96236 -0.68504 -1.05776
N1 -1.39345 -1.56045 -0.01356
C4 -0.92923 -2.82995 -0.56164
H5 -1.40072 -0.79883 -1.98704
H6 -3.01566 -0.72013 -1.34284
H7 -1.66805 0.31715 -0.73179
H8 -2.11298 -1.72658 0.68024
H9 -1.79076 -3.47246 -0.83577
H10 -0.19203 -3.41875 -0.01862
H11 -0.47918 -2.63442 -1.53761



Look up the relative energy (zero: lowest compared OMol25 entry of this formula, charge and spin) of the second one. 0.0 kcal per mole



What did the fourth record say?
ORCA calculation (the ωB97M-V functional and the def2-TZVPD basis) on a cluster of 2 separate species, C4H11NO in total.

Values from the calculation:
- Relative energy (zero: lowest compared OMol25 entry of this formula, charge and spin): 58.7 kcal per mole
- Calculated total energy: -7862.008 eV
- LUMO level: 0.997 eV
- Strongest force on any atom: 0.0554 hartree/bohr
- Frontier orbital gap: 0.35822 Eh
- HOMO energy: -0.322 Ha

CARTESIAN COORDINATES (ANGSTROEM)
C1 2.82018 1.79333 0.79875
C2 1.57917 1.52481 0.41833
O1 0.35905 2.16188 0.61163
H1 3.55374 1.09464 0.43629
H2 3.06383 2.58479 1.49812
H3 1.40597 0.63570 -0.18339
H4 0.65814 2.73500 1.34699
C3 -1.96236 -0.68504 -1.05776
N1 -1.39345 -1.56045 -0.01356
C4 -0.92923 -2.82995 -0.56164
H5 -1.40072 -0.79883 -1.98704
H6 -3.01566 -0.72013 -1.34284
H7 -1.66805 0.31715 -0.73179
H8 -2.11298 -1.72658 0.68024
H9 -1.79076 -3.47246 -0.83577
H10 -0.19203 -3.41875 -0.01862
H11 -0.47918 -2.63442 -1.53761